No. 1
ORCA calculation (ωB97M-V with the def2-TZVPD basis set) on a molecular structure, C20H22MnN3O3Se2.

* LUMO energy (alpha / beta): 2.36 / 2.37 eV
* spin multiplicity: 2
* charge: -1
* DFT total energy: -193722.882 eV
* gap between HOMO and LUMO (alpha / beta): 0.2404 / 0.2350 Ha

Positions of all 51 atoms, in Å:
Mn -0.53770 -0.28139 -0.30270
C -2.14411 -3.40482 -2.68092
O -2.52666 -4.22611 -1.58102
C -2.36192 -3.74112 -0.30794
C -3.25662 -4.23121 0.63524
C -3.24759 -3.79969 1.95519
C -2.31330 -2.85237 2.35237
C -1.39949 -2.38811 1.42441
C -0.29659 -1.44747 1.70664
N -0.42548 -0.18863 1.95140
N 0.81972 0.41050 2.29282
C 1.63699 0.48585 1.28834
O 1.40466 0.11811 0.06885
C 2.97900 1.09971 1.55628
C 3.95944 1.05311 0.57183
C 5.20921 1.61653 0.79460
C 5.48690 2.23786 2.00324
C 4.50760 2.29058 2.98881
C 3.26229 1.72534 2.76791
C -1.38480 -2.80602 0.07946
O -0.50980 -2.22773 -0.73297
H -2.63409 -2.42975 -2.62511
H -2.48747 -3.93888 -3.56714
H -1.06875 -3.25245 -2.72015
H -3.99849 -4.94051 0.28711
H -3.97718 -4.18427 2.65660
H -2.28240 -2.48270 3.37034
H 0.70414 -1.88612 1.73340
H 3.72398 0.56458 -0.36441
H 5.96737 1.56970 0.02201
H 6.46025 2.68033 2.17833
H 4.71761 2.77749 3.93368
H 2.48752 1.75650 3.52214
C 1.58969 0.93764 -2.84666
Se -0.26253 0.36945 -2.69707
C -1.12552 2.11671 -2.69285
C -0.60559 3.05601 -1.61799
Se -0.68577 2.31046 0.18400
C -2.54391 2.69582 0.56883
H 1.77966 1.37488 -3.82461
H 2.17976 0.03385 -2.71148
H 1.84392 1.61406 -2.03561
H -2.17317 1.86484 -2.52790
H -1.02290 2.55110 -3.68850
H -1.16301 3.99398 -1.62060
H 0.44293 3.30250 -1.78138
H -2.67510 3.77064 0.67534
H -2.74808 2.19435 1.51316
H -3.18577 2.26726 -0.19553
N -3.59601 0.04240 -1.17374
C -2.52279 -0.17282 -0.78603

***

No. 2
ORCA calculation (ωB97M-V with the def2-TZVPD basis set) on 2 unconnected molecules or ions with the total composition C3H10NO.

* LUMO energy: -3.30 eV
* relative energy (zero: lowest compared OMol25 entry of this formula, charge and spin): 25.92 kcal/mol
* charge: +1
* DFT total energy: -6803.187 eV
* gap between HOMO and LUMO: 0.4104 Ha

Positions of all 15 atoms, in Å:
C -2.57774 0.40340 -0.49083
C -1.22529 -0.20123 -0.56250
C -0.12839 0.49693 -0.74118
N 1.18582 -0.27931 -0.60257
H -2.69001 1.47078 -0.44156
H -3.13013 -0.05795 0.36270
H -3.03322 -0.03503 -1.49262
H -1.19831 -1.25532 -0.64137
H -0.02692 1.53862 -0.84374
H 0.82852 -1.17565 -1.05820
H 1.52995 -0.43879 0.38931
H 1.88898 0.03348 -1.28442
H 2.07574 -1.09949 2.40095
H 1.90548 0.55939 2.37735
O 2.14221 -0.22243 1.90208